This record from the OMol25 dataset describes C19H64N14O19 as an isolated structure at a distorted geometry. The level of theory is the ωB97M-V functional and the def2-TZVPD basis.

Each line ends with the Löwdin charge.
Positions of all 116 atoms, in Å:
C  -11.119  0.231  -5.058  -0.58
O  -11.510  -0.902  -4.796  0.06
N  -11.707  1.369  -4.813  0.20
N  -9.971  0.508  -5.551  0.23
H  -11.213  2.249  -4.776  0.14
H  -12.672  1.361  -4.514  0.07
H  -9.647  1.453  -5.699  0.15
H  -9.353  -0.284  -5.654  0.05
C  -11.507  0.374  -8.926  -0.71
O  -11.980  1.441  -8.847  0.10
N  -11.883  -0.667  -8.286  0.18
N  -10.574  -0.012  -9.808  0.17
H  -12.583  -0.679  -7.559  0.08
H  -11.648  -1.601  -8.590  0.07
H  -10.359  -0.998  -9.855  0.02
H  -10.287  0.686  -10.480  0.12
C  -9.406  -1.754  -6.564  -0.67
O  -9.506  -1.055  -7.589  0.02
N  -8.395  -1.731  -5.695  0.17
N  -10.368  -2.595  -6.243  0.15
H  -7.574  -1.166  -5.859  0.13
H  -8.413  -2.379  -4.921  0.13
H  -11.243  -2.496  -6.737  -0.14
H  -10.226  -3.454  -5.730  0.14
C  -14.343  -0.614  -3.643  -0.66
O  -15.400  -0.217  -4.067  0.07
N  -14.064  -1.838  -3.461  0.18
N  -13.532  0.102  -2.920  0.18
H  -13.114  -2.080  -3.218  0.05
H  -14.660  -2.550  -3.858  0.04
H  -12.615  -0.316  -2.849  -0.03
H  -13.660  1.103  -2.885  0.12
C  -14.125  0.540  -6.670  -0.72
O  -14.249  -0.576  -7.159  -0.03
N  -14.748  0.873  -5.647  0.19
N  -13.351  1.442  -7.129  0.20
H  -14.514  1.698  -5.113  0.13
H  -15.143  0.040  -5.236  -0.03
H  -13.404  2.406  -6.833  0.14
H  -12.780  1.108  -7.892  -0.04
C  -12.554  -3.091  -6.924  -0.58
O  -11.600  -2.891  -7.654  -0.02
N  -13.159  -4.212  -6.898  0.27
N  -13.047  -2.156  -6.105  0.20
H  -13.927  -4.048  -6.263  0.11
H  -12.976  -4.942  -7.571  0.07
H  -13.951  -2.258  -5.667  -0.25
H  -12.775  -1.189  -6.205  0.11
C  -11.706  -2.616  -2.855  -0.77
O  -11.657  -3.170  -1.767  0.06
N  -11.521  -3.199  -3.996  0.20
N  -11.853  -1.371  -2.893  0.10
H  -11.647  -2.556  -4.765  0.07
H  -11.557  -4.204  -4.092  0.06
H  -11.853  -0.941  -3.807  -0.16
H  -11.832  -0.846  -2.030  0.18
C  -11.824  -6.093  -9.535  -0.20
C  -11.625  -6.918  -8.243  -0.10
O  -12.482  -6.262  -7.344  -0.25
O  -13.118  -6.378  -10.054  -0.06
H  -11.177  -6.519  -10.302  0.13
H  -11.854  -5.007  -9.445  0.08
H  -10.603  -6.910  -7.864  0.15
H  -12.098  -7.895  -8.344  0.14
H  -13.412  -6.476  -7.447  0.14
H  -13.648  -5.704  -9.622  0.04
C  -12.180  -7.528  -5.524  -0.27
C  -11.451  -8.459  -4.569  -0.23
O  -11.912  -9.748  -4.820  -0.04
O  -11.643  -6.243  -5.665  -0.07
H  -13.219  -7.344  -5.250  0.11
H  -12.379  -8.098  -6.432  0.11
H  -11.460  -8.176  -3.516  0.12
H  -10.412  -8.515  -4.893  0.14
H  -12.708  -9.882  -4.300  0.09
H  -12.289  -5.709  -6.132  0.00
C  -12.882  -6.072  -3.159  -0.15
C  -14.023  -5.201  -3.760  -0.19
O  -13.902  -3.868  -3.431  -0.06
O  -11.631  -5.352  -3.155  -0.08
H  -12.872  -6.984  -3.756  0.05
H  -13.247  -6.394  -2.183  0.14
H  -14.877  -5.757  -3.375  0.13
H  -13.863  -5.203  -4.838  0.11
H  -13.197  -3.923  -2.782  0.11
H  -11.246  -5.409  -2.277  0.12
C  -9.313  -3.326  -9.613  -0.16
C  -10.454  -3.233  -10.633  -0.15
O  -11.215  -2.015  -10.429  -0.15
O  -9.951  -3.864  -8.441  -0.07
H  -9.032  -2.310  -9.336  0.10
H  -8.412  -3.850  -9.934  0.12
H  -11.028  -4.158  -10.681  0.09
H  -9.937  -3.188  -11.592  0.12
H  -11.666  -1.713  -11.221  0.13
H  -10.633  -3.209  -8.274  -0.11
C  -16.437  -4.452  -5.373  -0.19
C  -15.895  -3.005  -5.639  -0.05
O  -14.598  -2.713  -5.153  -0.02
O  -16.153  -4.922  -4.111  -0.10
H  -15.842  -5.101  -6.016  0.11
H  -17.457  -4.649  -5.701  0.13
H  -16.600  -2.401  -5.068  0.14
H  -15.877  -2.720  -6.691  0.14
H  -14.226  -3.308  -4.498  -0.04
H  -16.789  -4.539  -3.503  0.13
C  -14.278  -3.298  -10.702  -0.18
C  -13.611  -2.487  -9.493  -0.19
O  -14.567  -1.898  -8.587  -0.08
O  -15.139  -2.460  -11.497  -0.06
H  -14.767  -4.219  -10.385  0.10
H  -13.484  -3.564  -11.400  0.10
H  -13.056  -1.613  -9.834  0.10
H  -12.879  -2.945  -8.828  0.08
H  -14.149  -1.706  -7.744  -0.07
H  -15.887  -2.221  -10.946  0.08

Cartesian forces, eV/Å:
1.301 2.314 -0.523
1.605 3.003 -8.206
-3.739 2.369 2.176
3.840 -0.450 -0.831
-0.173 -0.468 -0.232
0.323 0.065 -0.118
-0.176 -0.522 -0.259
0.375 1.343 0.377
3.761 -4.280 -3.392
0.403 6.567 -2.415
-1.976 -2.308 2.815
1.828 3.862 -0.735
0.212 0.593 -1.280
0.289 1.816 0.060
0.688 1.575 -0.128
0.177 -0.310 0.115
-1.557 -2.424 -2.738
1.783 -0.075 1.059
2.764 0.244 1.311
6.741 0.516 6.747
0.060 -0.435 -0.188
0.079 0.310 -0.107
4.024 2.972 2.937
0.720 0.469 0.069
-1.362 -0.388 3.904
-4.909 -1.975 4.036
-0.556 -0.594 2.886
0.401 6.458 1.129
-2.998 0.881 -0.043
-0.799 4.609 4.328
-2.144 2.177 0.169
-0.204 -0.120 -0.028
0.460 1.822 -1.535
-1.228 3.535 2.768
-2.331 3.217 0.858
0.647 1.459 -0.055
-0.514 -0.336 -0.268
-1.227 0.965 -0.645
0.155 -0.479 -0.292
-0.275 2.060 -0.247
-4.242 3.173 1.311
-8.958 -2.091 -7.198
-2.982 -0.502 1.529
10.519 1.631 -5.868
-0.570 -1.402 -0.865
-0.169 0.781 0.004
2.755 3.397 -3.242
0.753 -1.453 0.097
4.703 -3.697 2.416
-0.634 -2.238 2.689
0.331 0.390 -2.812
4.042 2.239 8.440
0.294 -0.992 0.027
0.319 0.465 -0.049
-0.598 0.672 0.821
0.938 -1.581 1.012
-0.007 -1.959 -0.712
-1.018 0.988 -1.656
-3.364 -1.935 -7.649
-0.785 -0.113 0.346
0.588 0.699 -0.038
1.236 -0.454 0.640
-0.261 -0.003 0.207
0.897 -0.372 -0.662
-0.300 -0.972 -0.904
-0.706 -0.088 -0.440
-0.708 0.311 0.410
1.051 0.562 -1.106
-0.721 -1.116 0.517
4.166 -0.879 6.716
-0.584 -0.672 0.476
1.050 -0.261 -0.075
-0.079 -0.024 -0.015
0.205 0.477 0.154
-0.136 -0.242 -0.040
0.945 0.401 1.620
-0.349 0.866 -0.208
3.367 -4.084 0.488
-0.433 -6.092 3.199
-1.102 -3.759 1.301
0.133 0.728 0.747
0.601 0.389 0.555
0.874 0.313 -0.349
-0.737 -0.878 -0.053
0.603 1.031 1.046
0.095 0.449 0.199
-1.980 0.163 1.181
1.677 0.165 -1.964
0.464 -5.054 -1.322
4.867 -2.400 -2.662
0.488 0.165 -0.298
-0.355 -0.407 -0.105
-0.179 0.515 0.210
-0.234 0.309 -0.549
0.053 -0.137 -0.192
1.313 -0.971 -0.423
1.794 0.112 -2.491
-2.482 -0.463 0.447
-16.261 -8.579 -1.402
-3.544 1.104 0.387
0.038 -0.345 -0.294
-0.204 0.684 0.080
0.069 0.763 -0.223
-0.386 -0.113 -0.116
1.779 -2.631 -0.198
-0.254 0.162 0.368
1.094 1.802 0.795
-1.995 0.771 -0.281
-1.695 -4.908 -4.856
0.320 -0.691 0.598
-0.330 0.027 0.132
0.124 -0.245 0.089
-0.824 -0.486 -0.838
-0.754 -1.052 -2.046
-0.036 -0.613 -0.719
-0.056 0.218 0.187

Summary:
Energy above the lowest of the compared OMol25 structures with the same formula, charge and spin = 1034.7 kcal per mole
F_max = 0.3586 hartree/bohr
Kohn-Sham gap = 0.2757 hartree
Lowest unoccupied orbital energy = 0.014 eV
Total charge = 0

This record from the OMol25 dataset describes a 13-piece molecular cluster, C19H65N19O13 overall at a distorted geometry. The level of theory is the ωB97M-V functional and the def2-TZVPD basis.

Each line ends with the Löwdin charge.
Positions of all 116 atoms, in Å:
C  -1.087  5.140  -3.927  -0.09
C  -0.616  6.207  -4.819  -0.45
C  -1.528  7.459  -4.799  -0.24
O  -1.066  8.279  -5.817  -0.19
C  -1.494  9.632  -5.680  -0.09
N  0.614  6.681  -4.209  0.03
H  -1.965  4.722  -4.419  0.08
H  -1.405  5.582  -2.982  0.08
H  -0.289  4.428  -3.718  0.09
H  -0.446  5.827  -5.826  0.15
H  -1.584  7.958  -3.832  0.12
H  -2.542  7.138  -5.039  0.12
H  -1.003  10.180  -6.484  0.09
H  -1.300  10.005  -4.675  0.09
H  -2.535  9.730  -5.986  0.08
H  0.824  7.508  -4.750  0.06
H  0.301  7.089  -3.340  0.06
C  -1.658  -2.012  0.802  -0.10
C  -1.921  -0.588  0.366  -0.32
O  -0.675  0.105  0.400  -0.09
H  -1.445  -1.928  1.868  0.06
H  -0.867  -2.571  0.302  0.08
H  -2.649  -2.451  0.921  0.07
H  -2.726  -0.070  0.888  0.12
H  -2.133  -0.735  -0.693  0.10
H  -0.607  0.600  1.220  0.08
C  2.226  -4.365  -7.454  -0.10
C  1.729  -5.151  -6.291  -0.41
O  1.375  -4.407  -5.223  -0.04
H  2.693  -5.082  -8.128  0.08
H  3.074  -3.731  -7.197  0.07
H  1.456  -3.716  -7.872  0.08
H  2.441  -5.935  -6.034  0.12
H  0.886  -5.641  -6.779  0.11
H  1.920  -4.622  -4.462  0.09
C  7.022  -0.167  -2.479  -0.08
C  5.899  -1.175  -2.751  -0.32
O  4.652  -0.619  -2.313  -0.10
H  6.873  0.263  -1.488  0.08
H  6.909  0.640  -3.203  0.07
H  8.013  -0.604  -2.600  0.07
H  6.124  -1.978  -2.049  0.09
H  5.746  -1.615  -3.737  0.11
H  3.948  -1.265  -2.398  0.07
C  -1.238  -2.139  8.608  -0.81
O  -1.816  -2.983  9.253  0.04
N  -0.396  -1.279  9.100  0.16
N  -1.396  -1.893  7.350  0.16
H  -0.143  -0.509  8.497  0.10
H  -0.430  -1.160  10.103  0.12
H  -2.073  -2.473  6.875  0.12
H  -0.895  -1.224  6.782  0.11
C  4.531  4.561  0.618  -0.83
O  5.021  3.928  1.509  0.04
N  4.792  5.823  0.428  0.16
N  3.642  4.061  -0.181  0.17
H  5.540  6.239  0.965  0.12
H  4.257  6.351  -0.246  0.11
H  3.427  4.617  -0.996  0.11
H  3.414  3.077  -0.195  0.12
C  -3.817  -2.726  -5.977  -0.84
O  -4.671  -2.329  -6.708  0.05
N  -2.582  -2.348  -6.178  0.16
N  -3.999  -3.290  -4.836  0.16
H  -2.411  -1.914  -7.074  0.12
H  -1.876  -2.567  -5.490  0.11
H  -3.289  -3.717  -4.258  0.11
H  -4.978  -3.346  -4.595  0.12
C  -1.956  6.888  1.358  -0.79
O  -2.470  7.903  0.890  0.02
N  -2.505  5.735  1.500  0.16
N  -0.705  6.762  1.726  0.15
H  -2.005  4.971  1.932  0.11
H  -3.441  5.664  1.128  0.13
H  -0.332  5.975  2.238  0.11
H  -0.093  7.544  1.541  0.12
C  4.239  -6.819  0.077  -0.78
O  3.472  -5.984  -0.373  0.01
N  3.828  -7.842  0.811  0.16
N  5.533  -6.730  -0.009  0.16
H  2.835  -7.998  0.906  0.12
H  4.423  -8.539  1.234  0.11
H  6.053  -6.087  -0.589  0.12
H  6.140  -7.435  0.383  0.11
C  -2.557  -8.025  0.917  -0.80
O  -1.516  -8.234  1.504  0.03
N  -3.694  -8.172  1.507  0.16
N  -2.646  -7.466  -0.272  0.16
H  -4.505  -8.086  0.910  0.11
H  -3.683  -8.417  2.486  0.13
H  -1.882  -6.929  -0.657  0.12
H  -3.564  -7.211  -0.610  0.10
C  -7.971  -0.705  3.952  -0.84
O  -8.681  0.167  3.521  0.05
N  -7.603  -0.743  5.175  0.15
N  -7.353  -1.634  3.299  0.16
H  -8.023  -0.066  5.796  0.13
H  -6.985  -1.426  5.590  0.11
H  -6.795  -2.302  3.810  0.11
H  -7.591  -1.737  2.323  0.12
C  -0.542  3.292  5.953  -0.86
O  -0.470  3.030  4.785  0.04
N  0.465  3.058  6.754  0.16
N  -1.488  3.831  6.579  0.18
H  0.563  3.417  7.693  0.11
H  1.261  2.617  6.315  0.12
H  -2.317  3.994  6.027  0.13
H  -1.639  3.796  7.577  0.13
C  3.473  -1.957  3.920  -0.81
O  3.689  -1.460  5.015  0.02
N  3.037  -3.201  3.776  0.15
N  3.567  -1.356  2.812  0.18
H  2.461  -3.579  4.515  0.11
H  2.895  -3.657  2.886  0.10
H  3.274  -1.904  2.016  0.12
H  4.009  -0.455  2.703  0.13

Cartesian forces, eV/Å:
-1.296 -0.621 0.178
0.321 1.662 1.117
-1.097 -2.014 -1.296
0.440 1.313 -0.065
-0.043 -0.572 -1.258
1.189 0.362 -0.610
-0.048 -0.689 0.430
-0.066 -0.100 0.209
-0.265 -0.174 -0.207
0.004 0.331 -0.093
0.396 -0.056 0.287
-0.563 0.059 0.012
0.539 0.206 0.451
-0.015 0.227 -0.100
-0.462 -0.115 0.617
0.739 0.292 -0.193
0.232 -0.113 0.576
-1.359 0.665 2.490
1.634 -1.032 -1.517
-0.200 0.647 -0.010
0.829 -0.249 0.228
-0.463 0.181 -0.234
0.023 -0.925 -0.870
0.026 -0.177 0.026
-0.508 0.899 -0.184
0.043 -0.003 0.098
1.633 0.760 -0.061
0.333 -1.661 -2.200
-0.880 1.416 2.158
-0.595 0.093 -0.645
0.006 0.297 0.287
0.043 -0.312 -0.308
0.122 -0.080 0.065
-0.632 -0.535 0.790
-0.073 0.029 -0.045
-1.020 0.268 -1.293
-0.173 -0.556 1.762
0.125 0.687 -0.101
0.143 -0.217 0.019
0.265 0.243 0.057
-0.119 -0.063 0.138
-0.010 -0.624 -0.177
0.649 0.392 -0.294
0.115 -0.123 -0.085
-0.790 -0.881 1.745
-0.654 -1.005 0.380
2.760 2.539 2.604
-2.038 -0.694 -5.573
0.186 0.050 0.751
0.344 0.144 -0.249
0.281 0.116 -0.097
-0.054 -0.247 0.399
0.705 -1.246 1.949
1.432 -1.443 1.953
0.851 3.855 -0.779
-3.062 -1.124 -3.337
-0.383 0.006 -0.207
0.486 0.192 0.300
-0.309 -0.603 -0.069
0.252 0.334 0.151
0.807 2.318 -1.224
-2.983 0.044 -1.888
3.659 0.364 -0.889
-2.111 -2.692 4.153
0.439 -0.113 0.421
0.251 0.293 -0.675
-0.320 0.193 -0.266
0.313 -0.419 0.359
0.094 2.723 -1.120
0.137 -0.398 0.107
-4.045 -3.707 0.044
4.536 1.734 0.869
-0.617 0.011 -0.369
0.109 -0.532 0.428
-0.097 0.300 -0.266
-0.066 -0.202 0.343
-2.098 1.406 -0.050
-0.483 0.335 -0.619
-1.482 -2.388 1.449
5.002 -0.024 -0.487
0.221 0.207 -0.060
-0.039 0.321 -0.270
-0.840 0.174 0.054
-0.334 0.039 -0.015
3.215 0.753 1.262
1.404 -0.353 0.134
-3.964 -0.857 1.402
-0.232 1.224 -3.554
-0.353 -0.195 1.045
-0.415 -0.210 -0.447
0.012 -0.482 0.218
0.372 0.114 -0.057
-0.745 1.839 -1.048
-1.398 0.845 -1.223
0.810 0.767 6.786
1.351 -3.148 -3.752
0.191 -0.194 -0.055
-0.299 0.243 -0.175
-0.242 -0.019 -0.759
0.341 -0.337 0.237
3.399 -1.440 -1.169
-0.643 -0.393 -2.796
4.087 -1.567 1.959
-7.162 3.231 2.095
-0.043 -0.078 -0.392
0.033 0.181 0.317
-0.040 0.127 0.242
0.331 -0.057 -0.342
-0.167 -0.240 4.504
0.128 0.252 0.590
-1.448 -3.687 0.447
0.748 2.730 -5.497
0.462 0.058 0.051
0.060 0.314 0.108
0.313 0.864 -0.292
-0.128 -0.281 0.063

Summary:
Energy above the lowest of the compared OMol25 structures with the same formula, charge and spin = 190.8 kcal per mole
F_max = 0.1581 hartree/bohr
Kohn-Sham gap = 0.3253 hartree
Lowest unoccupied orbital energy = -0.307 eV
Total charge = 0